No. 1
This record from the OMol25 dataset describes a molecular structure, C5H10O. The level of theory is ωB97M-V/def2-TZVPD.

ORCA input file:
```
! wB97M-V def2-TZVPD RIJCOSX def2/J DEFGRID3
* xyz 0 1
C -1.6754 -0.4167 0.8287
C -0.3636 -0.5386 0.0580
C -0.1738 0.5642 -0.9627
C 1.2056 0.5211 -1.4228
O 1.6727 0.7507 0.3453
C 0.9238 -0.2854 0.9420
H -2.5435 -0.5536 0.1707
H -1.7373 -1.1666 1.6259
H -1.7581 0.5753 1.2928
H -0.2909 -1.5415 -0.3882
H -0.9786 0.9447 -1.5829
H 0.2467 1.3732 -0.2475
H 1.5360 1.3445 -2.0692
H 1.7672 -0.3826 -1.5845
H 1.5495 -1.1794 1.0303
H 0.6194 -0.0092 1.9640
*
```

For the max |F|, the calculation gives 2.7 eV/Å. Its total energy is -271.63742 a.u. As for the highest occupied orbital energy: -9.1 eV. The value obtained for the relative energy (zero: lowest compared OMol25 entry of this formula, charge and spin) is 72.3 kcal/mol. As for the gap between HOMO and LUMO: 0.372 Ha.

The molecule's Mulliken atomic charges, reported in e, are given here: -1.595 0.503 -0.754 -0.398 -0.570 -0.550 0.372 0.386 0.362 0.280 0.476 0.328 0.256 0.251 0.279 0.375

---

No. 2
This record from the OMol25 dataset describes C5H10O in the gas phase. The level of theory is ωB97M-V/def2-TZVPD.

ORCA input file:
```
! wB97M-V def2-TZVPD RIJCOSX def2/J DEFGRID3
* xyz 0 1
C -0.2161 -2.0458 -1.0709
C -0.4325 -0.5504 -0.8658
C -0.0842 -0.3009 0.5894
O -0.7184 -0.8253 1.4815
C 0.9589 0.7410 0.8702
C 0.0488 1.9872 0.8446
H -0.4837 -2.3754 -2.0758
H -0.8242 -2.5753 -0.3322
H 0.8360 -2.2928 -0.8835
H -1.4808 -0.2728 -1.0347
H 0.1848 0.0559 -1.5407
H 1.4123 0.5737 1.8506
H 1.7473 0.7713 0.1079
H -0.9685 1.6590 1.0826
H 0.3179 2.7145 1.6074
H 0.0267 2.4525 -0.1441
*
```

For the max |F|, the calculation gives 0.4 eV/Å. Its total energy is -271.73796 a.u. As for the highest occupied orbital energy: -9.4 eV. The value obtained for the relative energy (zero: lowest compared OMol25 entry of this formula, charge and spin) is 9.2 kcal/mol. As for the gap between HOMO and LUMO: 0.385 Ha.

The molecule's Mulliken atomic charges, reported in e, are given here: -1.224 -0.202 0.243 -0.576 -0.312 -1.056 0.363 0.300 0.324 0.264 0.315 0.326 0.289 0.326 0.332 0.288

---

No. 3
This record from the OMol25 dataset describes C5H10O in the gas phase. The level of theory is ωB97M-V/def2-TZVPD.

ORCA input file:
```
! wB97M-V def2-TZVPD RIJCOSX def2/J DEFGRID3
* xyz 0 1
C -1.3147 -1.5304 -0.9077
C 0.0521 -1.1513 -0.3398
C -0.0677 -0.2868 0.8914
O 1.1380 0.0567 1.5624
C 0.3689 1.1134 1.0018
C 1.0154 1.9107 -0.0998
H -1.9198 -2.0487 -0.1548
H -1.2113 -2.2013 -1.7660
H -1.8745 -0.6474 -1.2355
H 0.6004 -2.0560 -0.0500
H 0.6595 -0.6541 -1.1030
H -0.8643 -0.6031 1.5727
H -0.1426 1.7219 1.7523
H 1.4398 1.2714 -0.8781
H 1.8305 2.5148 0.3137
H 0.2902 2.5903 -0.5596
*
```

For the max |F|, the calculation gives 0.3 eV/Å. Its total energy is -271.71139 a.u. As for the highest occupied orbital energy: -10.0 eV. The value obtained for the relative energy (zero: lowest compared OMol25 entry of this formula, charge and spin) is 25.9 kcal/mol. As for the gap between HOMO and LUMO: 0.410 Ha.

The molecule's Mulliken atomic charges, reported in e, are given here: -1.222 -0.287 -0.006 -0.477 0.076 -1.293 0.314 0.349 0.315 0.249 0.226 0.401 0.401 0.349 0.320 0.283

---

No. 4
This record from the OMol25 dataset describes C5H10O in the gas phase. The level of theory is ωB97M-V/def2-TZVPD.

ORCA input file:
```
! wB97M-V def2-TZVPD RIJCOSX def2/J DEFGRID3
* xyz 0 1
O -2.1306 0.1654 0.3703
C -1.0388 0.2085 -0.5740
C -0.2215 -1.0923 -0.6064
C 0.8822 -0.8783 0.4423
C 1.2808 0.5937 0.2491
C -0.0597 1.2835 -0.0615
H -1.8931 -0.3551 1.1526
H -1.5322 0.4375 -1.5248
H -0.8760 -1.9471 -0.4105
H 0.2469 -1.2482 -1.5881
H 1.7198 -1.5757 0.3361
H 0.4723 -1.0136 1.4520
H 1.7531 1.0264 1.1376
H 2.0069 0.6880 -0.5711
H -0.6198 1.5039 0.8488
H 0.0098 2.2034 -0.6522
*
```

For the max |F|, the calculation gives 1.0 eV/Å. Its total energy is -271.73891 a.u. As for the highest occupied orbital energy: -10.1 eV. The value obtained for the relative energy (zero: lowest compared OMol25 entry of this formula, charge and spin) is 8.6 kcal/mol. As for the gap between HOMO and LUMO: 0.409 Ha.

The molecule's Mulliken atomic charges, reported in e, are given here: -0.578 -0.043 -0.796 -0.533 -0.521 -0.635 0.351 0.346 0.343 0.322 0.340 0.230 0.315 0.295 0.229 0.336

---

No. 5
This record from the OMol25 dataset describes C5H10O in the gas phase. The level of theory is ωB97M-V/def2-TZVPD.

ORCA input file:
```
! wB97M-V def2-TZVPD RIJCOSX def2/J DEFGRID3
* xyz 0 1
C -0.3980 0.7790 1.7965
C 0.4172 1.1053 0.5480
C -0.2732 0.6260 -0.7438
C 0.4209 -0.5850 -1.3158
C 0.0772 -1.9358 -0.8734
O -0.3332 -1.4524 -2.1461
H -0.5734 -0.3003 1.8792
H -1.3764 1.2708 1.7543
H 0.1015 1.1089 2.7128
H 1.4071 0.6335 0.6266
H 0.6055 2.1836 0.5047
H -0.3010 1.4201 -1.4989
H -1.3171 0.3554 -0.5401
H 1.4428 -0.4157 -1.6667
H 0.8265 -2.7268 -0.8898
H -0.7263 -2.0668 -0.1475
*
```

For the max |F|, the calculation gives 0.3 eV/Å. Its total energy is -271.70235 a.u. As for the highest occupied orbital energy: -10.2 eV. The value obtained for the relative energy (zero: lowest compared OMol25 entry of this formula, charge and spin) is 31.5 kcal/mol. As for the gap between HOMO and LUMO: 0.417 Ha.

The molecule's Mulliken atomic charges, reported in e, are given here: -1.184 -0.316 -0.739 0.019 -0.394 -0.458 0.258 0.328 0.353 0.296 0.303 0.280 0.371 0.398 0.272 0.211

---

No. 6
This record from the OMol25 dataset describes C5H10O in the gas phase. The level of theory is ωB97M-V/def2-TZVPD.

ORCA input file:
```
! wB97M-V def2-TZVPD RIJCOSX def2/J DEFGRID3
* xyz 0 1
C 0.0698 -1.3382 0.6877
C 0.6522 -0.2726 -0.2487
C 1.9700 0.3107 0.3084
C -0.2358 0.9565 -0.4922
O -1.0351 1.2269 0.5216
C -2.0296 0.8858 -0.7795
H -0.8418 -1.7858 0.2676
H -0.1904 -0.8981 1.6569
H 0.7910 -2.1484 0.8561
H 0.8734 -0.7129 -1.2339
H 1.8015 0.7668 1.2935
H 2.3849 1.0784 -0.3567
H 2.7155 -0.4860 0.4246
H -2.2404 1.8021 -1.3252
H -1.8677 0.0190 -1.4482
H -2.8259 0.5840 -0.0870
*
```

For the max |F|, the calculation gives 1.1 eV/Å. Its total energy is -271.57206 a.u. As for the highest occupied orbital energy: -7.6 eV. The value obtained for the relative energy (zero: lowest compared OMol25 entry of this formula, charge and spin) is 113.3 kcal/mol. As for the gap between HOMO and LUMO: 0.311 Ha.

The molecule's Mulliken atomic charges, reported in e, are given here: -1.347 0.649 -1.415 -0.410 -0.246 -0.515 0.316 0.291 0.414 0.265 0.326 0.391 0.386 0.294 0.315 0.285

---

No. 7
This record from the OMol25 dataset describes 2 unconnected molecules or ions with the total composition C5H10O. The level of theory is ωB97M-V/def2-TZVPD.

ORCA input file:
```
! wB97M-V def2-TZVPD RIJCOSX def2/J DEFGRID3
* xyz 0 1
C 0.8244 0.2065 -2.1046
C -0.0132 0.7443 -0.9829
C 0.3448 1.7782 -0.2297
O -0.4263 2.2161 0.8149
H 1.7438 0.7884 -2.2366
H 1.1128 -0.8345 -1.9140
H 0.2818 0.2192 -3.0570
H -0.9503 0.2416 -0.7521
H 1.2743 2.3221 -0.4030
H -0.0076 2.9837 1.2178
C -0.9389 -2.3293 1.5947
C -0.2644 -1.1876 1.6722
H -2.0159 -2.3697 1.7383
H -0.4425 -3.2722 1.3788
H 0.8111 -1.1501 1.5156
H -0.7500 -0.2359 1.8736
*
```

For the max |F|, the calculation gives 0.4 eV/Å. Its total energy is -271.68448 a.u. As for the highest occupied orbital energy: -8.6 eV. The value obtained for the relative energy (zero: lowest compared OMol25 entry of this formula, charge and spin) is 42.8 kcal/mol. As for the gap between HOMO and LUMO: 0.347 Ha.

The molecule's Mulliken atomic charges, reported in e, are given here: -1.044 -0.025 -0.225 -0.467 0.318 0.248 0.289 0.354 0.240 0.327 -0.422 -0.512 0.235 0.236 0.214 0.233

---

No. 8
This record from the OMol25 dataset describes a molecular structure, C5H10O. The level of theory is ωB97M-V/def2-TZVPD.

ORCA input file:
```
! wB97M-V def2-TZVPD RIJCOSX def2/J DEFGRID3
* xyz 0 1
C -1.0817 1.5779 0.9070
O -0.6728 0.8924 -0.2282
C -1.0622 -0.5018 -0.3635
C 0.1398 -1.1377 -0.9349
C 1.3777 -1.3474 -0.1348
C 1.4000 0.0978 -0.2285
H -0.9659 0.9857 1.8326
H -0.4615 2.4814 0.9964
H -2.1234 1.8662 0.7750
H -1.3406 -0.8878 0.6303
H -1.9371 -0.5487 -1.0279
H 0.1649 -1.2862 -2.0189
H 2.1637 -1.8243 -0.6966
H 1.2384 -1.7331 0.8713
H 1.3749 0.7160 0.6914
H 1.7859 0.6497 -1.0708
*
```

For the max |F|, the calculation gives 1.6 eV/Å. Its total energy is -271.59773 a.u. As for the highest occupied orbital energy: -7.4 eV. The value obtained for the relative energy (zero: lowest compared OMol25 entry of this formula, charge and spin) is 97.2 kcal/mol. As for the gap between HOMO and LUMO: 0.313 Ha.

The molecule's Mulliken atomic charges, reported in e, are given here: -0.834 -0.291 -0.435 -0.348 -0.371 -0.421 0.374 0.240 0.302 0.305 0.281 0.298 0.218 0.240 0.186 0.254

---

Question: The highest highest occupied orbital energy belongs to which entry?
Answer: number 8

---

Copy entry 8 word for word.
This record from the OMol25 dataset describes a molecular structure, C5H10O. The level of theory is ωB97M-V/def2-TZVPD.

ORCA input file:
```
! wB97M-V def2-TZVPD RIJCOSX def2/J DEFGRID3
* xyz 0 1
C -1.0817 1.5779 0.9070
O -0.6728 0.8924 -0.2282
C -1.0622 -0.5018 -0.3635
C 0.1398 -1.1377 -0.9349
C 1.3777 -1.3474 -0.1348
C 1.4000 0.0978 -0.2285
H -0.9659 0.9857 1.8326
H -0.4615 2.4814 0.9964
H -2.1234 1.8662 0.7750
H -1.3406 -0.8878 0.6303
H -1.9371 -0.5487 -1.0279
H 0.1649 -1.2862 -2.0189
H 2.1637 -1.8243 -0.6966
H 1.2384 -1.7331 0.8713
H 1.3749 0.7160 0.6914
H 1.7859 0.6497 -1.0708
*
```

For the max |F|, the calculation gives 1.6 eV/Å. Its total energy is -271.59773 a.u. As for the highest occupied orbital energy: -7.4 eV. The value obtained for the relative energy (zero: lowest compared OMol25 entry of this formula, charge and spin) is 97.2 kcal/mol. As for the gap between HOMO and LUMO: 0.313 Ha.

The molecule's Mulliken atomic charges, reported in e, are given here: -0.834 -0.291 -0.435 -0.348 -0.371 -0.421 0.374 0.240 0.302 0.305 0.281 0.298 0.218 0.240 0.186 0.254

---

What did the seventh record say?
This record from the OMol25 dataset describes 2 unconnected molecules or ions with the total composition C5H10O. The level of theory is ωB97M-V/def2-TZVPD.

ORCA input file:
```
! wB97M-V def2-TZVPD RIJCOSX def2/J DEFGRID3
* xyz 0 1
C 0.8244 0.2065 -2.1046
C -0.0132 0.7443 -0.9829
C 0.3448 1.7782 -0.2297
O -0.4263 2.2161 0.8149
H 1.7438 0.7884 -2.2366
H 1.1128 -0.8345 -1.9140
H 0.2818 0.2192 -3.0570
H -0.9503 0.2416 -0.7521
H 1.2743 2.3221 -0.4030
H -0.0076 2.9837 1.2178
C -0.9389 -2.3293 1.5947
C -0.2644 -1.1876 1.6722
H -2.0159 -2.3697 1.7383
H -0.4425 -3.2722 1.3788
H 0.8111 -1.1501 1.5156
H -0.7500 -0.2359 1.8736
*
```

For the max |F|, the calculation gives 0.4 eV/Å. Its total energy is -271.68448 a.u. As for the highest occupied orbital energy: -8.6 eV. The value obtained for the relative energy (zero: lowest compared OMol25 entry of this formula, charge and spin) is 42.8 kcal/mol. As for the gap between HOMO and LUMO: 0.347 Ha.

The molecule's Mulliken atomic charges, reported in e, are given here: -1.044 -0.025 -0.225 -0.467 0.318 0.248 0.289 0.354 0.240 0.327 -0.422 -0.512 0.235 0.236 0.214 0.233